1.
ORCA calculation (ωB97M-V with the def2-TZVPD basis set) on a structure of composition C58H35FI4N5O3Se2Te2Tl.

Each line ends with the Löwdin charge.
Element x y z (Å)
Tl  1.003107  -0.260179  0.267278  0.58
I  -7.419025  0.914462  5.031756  0.78
C  -5.522314  0.462259  4.260358  -0.74
C  -5.086402  1.096186  3.108204  -0.14
C  -3.830583  0.788932  2.603168  0.02
C  -3.011883  -0.139960  3.238634  -0.19
C  -3.472111  -0.752965  4.399592  -0.03
C  -4.726888  -0.461305  4.918187  -0.16
C  -1.661310  -0.451295  2.683809  -0.07
C  -1.536033  -1.599588  1.888938  -0.26
C  -2.577892  -2.578365  1.693535  0.00
C  -2.038426  -3.569261  0.944977  0.00
C  -0.669283  -3.188633  0.674800  -0.26
C  0.243395  -3.970452  -0.029211  -0.11
C  -0.286527  -5.205234  -0.673397  -0.20
C  0.088636  -6.469977  -0.229136  -0.03
C  -0.401680  -7.618682  -0.834587  -0.16
C  -1.276740  -7.493031  -1.901730  -0.74
I  -2.028354  -9.219773  -2.821642  0.79
C  -1.661447  -6.247547  -2.371481  -0.14
C  -1.160855  -5.110273  -1.752727  -0.01
C  1.587200  -3.661015  -0.272739  -0.30
N  2.235424  -2.559940  0.179168  0.08
C  3.457591  -2.572392  -0.399865  -0.27
C  4.456653  -1.610039  -0.175858  -0.08
C  5.675930  -1.662424  -1.027460  -0.19
C  5.880613  -0.642944  -1.957364  -0.01
C  6.993412  -0.648096  -2.786308  -0.14
C  7.906771  -1.685313  -2.680966  -0.74
I  9.592900  -1.707303  -3.926641  0.78
C  7.727290  -2.712159  -1.768890  -0.16
C  6.607646  -2.692230  -0.947711  -0.03
C  4.363590  -0.546961  0.718233  -0.30
C  5.458952  0.350078  1.041928  -0.02
C  4.968027  1.260634  1.909411  -0.01
C  3.569371  0.924840  2.106192  -0.30
N  3.248301  -0.188132  1.409674  0.03
C  2.673964  1.671318  2.881358  -0.08
C  1.333458  1.363967  3.089322  -0.23
C  0.456582  2.128551  3.954711  0.02
C  -0.753522  1.542577  3.896988  0.02
C  -0.627628  0.416551  2.994426  -0.24
N  0.651204  0.332636  2.526223  0.07
C  3.179197  2.955721  3.449722  -0.21
C  3.129798  4.105895  2.665768  0.01
C  3.594138  5.319321  3.153288  -0.14
C  4.109695  5.374636  4.438960  -0.74
I  4.818744  7.200650  5.187799  0.78
C  4.164923  4.248020  5.242121  -0.16
C  3.695999  3.041813  4.736832  -0.03
C  3.597316  -3.722319  -1.268524  -0.02
C  2.437581  -4.413697  -1.171276  -0.01
N  -0.402296  -1.984051  1.261836  0.07
H  -5.707328  1.828189  2.610423  0.09
H  -3.465888  1.293942  1.718592  0.12
H  -2.834987  -1.470793  4.902090  0.12
H  -5.074211  -0.945146  5.821011  0.08
H  -3.582471  -2.512922  2.080834  0.11
H  -2.516147  -4.479797  0.619498  0.10
H  0.775046  -6.548589  0.605012  0.12
H  -0.106440  -8.595741  -0.476834  0.08
H  -2.335676  -6.158698  -3.212304  0.09
H  -1.432686  -4.126526  -2.117345  0.10
H  5.143897  0.151202  -2.029023  0.10
H  7.135655  0.144975  -3.507510  0.09
H  8.448728  -3.514350  -1.692711  0.08
H  6.457071  -3.485600  -0.225646  0.12
H  6.462416  0.282307  0.652798  0.11
H  5.486422  2.089229  2.365917  0.11
H  0.739070  3.005201  4.514881  0.11
H  -1.660484  1.846012  4.394219  0.11
H  2.708063  4.038028  1.669118  0.13
H  3.546938  6.207591  2.538534  0.09
H  4.566754  4.305099  6.244606  0.08
H  3.732340  2.149413  5.349908  0.12
H  4.449594  -3.955587  -1.886107  0.10
H  2.167261  -5.318977  -1.691359  0.10
Se  0.067141  -1.272976  -2.172086  -0.01
Te  2.006410  -0.901198  -3.671406  0.14
Te  1.978530  1.793946  -3.336663  0.09
Se  2.584613  1.728866  -0.930012  -0.06
C  -3.656452  5.537108  -2.863913  -0.05
C  -4.418546  4.233423  -3.065301  -0.32
C  -4.600853  3.952881  -4.550295  -0.16
C  -5.403711  2.681718  -4.753158  -0.14
C  -4.740207  1.539108  -4.035754  -0.15
C  -4.894167  0.240990  -4.471917  0.03
C  -4.285335  -0.801328  -3.786395  -0.26
F  -4.471049  -2.062260  -4.253670  0.04
C  -3.518853  -0.587570  -2.678694  0.05
C  -3.340702  0.723282  -2.226545  -0.03
C  -2.503624  0.927380  -1.016980  -0.33
O  -2.085594  -0.042514  -0.394408  -0.03
C  -2.342265  2.306365  -0.615731  -0.03
C  -2.991485  3.269302  -1.305110  0.02
N  -3.744219  3.088354  -2.431901  0.01
C  -3.942506  1.792033  -2.901212  -0.08
C  -1.448480  2.762933  0.545994  -0.66
O  -1.876987  3.723605  1.215763  -0.03
O  -0.349377  2.179097  0.610494  -0.08
H  -4.089623  6.296026  -3.517427  0.08
H  -2.604984  5.412121  -3.126535  0.10
H  -3.711343  5.908815  -1.843112  0.08
H  -5.416313  4.336675  -2.615227  0.15
H  -3.613229  3.852696  -5.011241  0.14
H  -5.099868  4.808795  -5.009114  0.11
H  -5.511551  2.443922  -5.813067  0.11
H  -6.414370  2.832761  -4.356485  0.12
H  -5.489735  0.025050  -5.350845  0.12
H  -3.028872  -1.389553  -2.143630  0.11
H  -2.901543  4.278173  -0.932700  0.12

Atoms 1-6, force components in eV/Å:
0.16 0.01 -0.20
-0.02 0.00 0.01
0.00 0.01 -0.01
0.01 -0.02 0.02
0.03 0.06 0.00
0.02 -0.01 0.02

Calculated values
Charge   -2
LUMO   3.01 eV
Gap between HOMO and LUMO   5.1 eV
Relative energy (zero: lowest compared OMol25 entry of this formula, charge and spin)   0.0 kcal/mol
Strongest force on any atom   0.4 eV Å⁻¹



2.
ORCA calculation (ωB97M-V with the def2-TZVPD basis set) on a structure of composition C58H40BCl4F2I2N7O4Pb at a distorted geometry.

Each line ends with the Löwdin charge.
Element x y z (Å)
Pb  0.043444  -0.286568  0.923910  1.35
Cl  6.695173  6.851422  1.717858  0.63
C  5.484159  5.607383  1.564878  -0.68
C  5.839226  4.364409  1.073699  -0.10
C  4.868116  3.381876  0.950800  -0.03
C  3.542631  3.621296  1.310551  -0.19
C  3.223058  4.884504  1.817535  -0.03
C  4.180201  5.876628  1.946375  -0.11
C  2.479434  2.591155  1.203838  -0.09
C  2.113315  2.115078  -0.094329  -0.22
C  2.958585  2.109673  -1.295884  0.02
C  2.300689  1.454288  -2.258138  0.07
C  0.906970  1.207047  -1.773181  -0.36
C  -1.036882  0.691596  -2.580160  -0.25
C  -1.185240  0.137061  -3.963444  -0.15
C  -2.087130  0.505257  -4.906860  -0.07
C  -1.974788  0.255584  -6.297578  -0.18
C  -0.801352  -0.119117  -6.974394  -0.70
Cl  -1.065943  -0.590255  -8.668281  0.55
C  0.509542  -0.129885  -6.585356  -0.21
C  0.930763  0.257324  -5.188031  -0.18
C  -2.224931  0.626728  -1.690478  -0.14
N  -2.285890  -0.320900  -0.682915  0.10
C  -3.436562  -0.024911  0.053958  -0.21
C  -3.839266  -0.528234  1.349924  -0.03
C  -5.303244  -0.697265  1.460412  -0.18
C  -6.062722  0.026750  2.379238  -0.03
C  -7.445101  -0.070625  2.401814  -0.11
C  -8.070088  -0.921659  1.506841  -0.67
Cl  -9.806636  -1.060526  1.541066  0.63
C  -7.343888  -1.657957  0.583975  -0.09
C  -5.966066  -1.530990  0.557662  0.02
C  -3.052979  -0.631325  2.482350  -0.23
C  -3.530286  -1.007942  3.793600  0.00
C  -2.496851  -0.844869  4.654296  0.00
C  -1.379052  -0.348342  3.882956  -0.23
N  -1.722904  -0.280415  2.584645  0.00
C  -0.162882  0.110817  4.465808  -0.09
C  0.797183  0.924031  3.869471  -0.26
C  1.720630  1.750762  4.616589  0.02
C  2.368607  2.532900  3.723217  0.01
C  1.892005  2.159204  2.400131  -0.24
N  0.953176  1.176322  2.532806  -0.03
C  0.139544  -0.319725  5.863787  -0.21
C  1.075026  -1.341714  6.021606  -0.03
C  1.380146  -1.851669  7.273189  -0.09
C  0.757328  -1.307584  8.383185  -0.68
Cl  1.099357  -1.958198  9.961664  0.63
C  -0.144676  -0.264900  8.261540  -0.11
C  -0.455380  0.220266  6.999003  -0.04
C  -4.105354  1.026424  -0.554416  0.00
C  -3.317175  1.457959  -1.634230  0.00
N  0.956690  1.555131  -0.366760  0.03
H  6.866647  4.160602  0.804727  0.10
H  5.154217  2.401916  0.590414  0.11
H  2.200398  5.083433  2.111153  0.12
H  3.921045  6.851210  2.337412  0.10
H  3.960029  2.502568  -1.353789  0.10
H  2.667423  1.207839  -3.238155  0.12
H  -2.982212  1.031082  -4.582519  0.10
H  -2.865950  0.386101  -6.897990  0.05
H  1.232058  -0.611770  -7.234231  0.08
H  1.997154  0.029275  -5.070968  0.14
H  -5.557175  0.703195  3.056030  0.12
H  -8.030470  0.513963  3.098401  0.10
H  -7.853516  -2.317785  -0.104500  0.10
H  -5.381549  -2.092958  -0.159991  0.13
H  -4.528634  -1.340523  4.025759  0.11
H  -2.489547  -1.009172  5.718839  0.10
H  1.819466  1.760584  5.690228  0.11
H  3.112329  3.284582  3.927940  0.11
H  1.545009  -1.758733  5.141166  0.05
H  2.075470  -2.673934  7.368110  0.11
H  -0.606314  0.152721  9.146212  0.10
H  -1.166915  1.031020  6.899453  0.12
H  -5.030822  1.466320  -0.217268  0.11
H  -3.515895  2.281688  -2.301140  0.11
O  2.275771  2.173572  -6.905606  -0.08
C  1.141197  2.618718  -6.182944  -0.22
C  0.750292  1.768800  -4.978692  -0.15
C  0.294724  2.459266  -3.927563  -0.02
C  -0.185687  2.008750  -2.582599  -0.06
N  0.093953  -0.025927  -1.941644  0.02
C  0.413082  -1.086013  -2.834031  -0.11
C  0.050310  -0.660008  -4.249267  -0.12
C  0.099347  -2.341514  -2.389392  -0.15
C  0.396678  -3.515310  -3.163202  0.04
C  0.297751  -4.755104  -2.632466  -0.20
C  0.506083  -5.981522  -3.481076  -0.23
O  0.266776  -5.765262  -4.862374  -0.08
C  -0.061114  -4.878297  -1.251291  -0.04
C  -0.492644  -3.780159  -0.593380  -0.14
N  -0.573181  -2.526273  -1.156180  0.08
H  2.066304  1.278876  -7.205310  0.05
H  0.272006  2.683423  -6.853314  0.12
H  1.385860  3.630267  -5.854867  0.11
H  0.301375  3.541362  -4.037695  0.11
H  -0.606727  2.832646  -2.004659  0.14
H  -0.194109  -1.548664  -4.827874  0.14
H  0.735774  -3.381610  -4.182834  0.13
H  -0.141815  -6.787014  -3.110393  0.11
H  1.540798  -6.327605  -3.404524  0.12
H  -0.499611  -5.183719  -4.930162  0.09
H  -0.047431  -5.838047  -0.752982  0.10
H  -0.888809  -3.871999  0.407784  0.10
N  4.399287  -0.489103  2.163128  -0.02
C  4.916744  -0.997478  0.909910  -0.21
C  3.836976  -1.202143  -0.179333  -0.64
O  4.205354  -1.125780  -1.336362  0.05
O  2.584824  -1.462548  0.131627  -0.56
H  3.953064  0.407748  2.023174  0.04
H  5.132142  -0.379586  2.851641  0.07
H  5.375990  -1.976149  1.083773  0.12
H  5.673014  -0.344192  0.457184  0.10
I  1.822270  -2.509633  1.830628  0.70
I  0.881870  -4.465285  3.766092  -0.17
F  -2.682451  -2.592699  0.026535  0.13
B  -2.043099  -1.888844  -0.994382  -0.94
F  -2.706913  -2.142465  -2.200111  0.16

Atoms 1-6, force components in eV/Å:
-0.53 0.18 -1.36
0.06 0.05 0.01
-0.09 -0.04 0.03
0.02 0.00 0.00
0.00 -0.02 0.03
0.03 0.18 0.03

Calculated values
Charge   -2
LUMO   2.07 eV
Gap between HOMO and LUMO   3.0 eV
Relative energy (zero: lowest compared OMol25 entry of this formula, charge and spin)   151.9 kcal/mol
Strongest force on any atom   2.5 eV Å⁻¹



> Look up the strongest force on any atom of the second one.

2.5 eV Å⁻¹



> The highest relative energy (zero: lowest compared OMol25 entry of this formula, charge and spin) belongs to which entry?

C58H40BCl4F2I2N7O4Pb